Entry 1:
Below is the molecule C6H7NOS in a non-equilibrium geometry, with properties calculated with ωB97M-V/def2-TZVPD.

```
16
Properties=species:S:1:pos:R:3:lowdin_charge:R:1
C -1.074 -1.432 0.274 -0.036
C -0.781 -0.012 0.767 -0.370
C -2.245 -1.461 -0.308 -0.260
C -1.637 0.821 0.121 -0.662
C 1.429 0.816 -0.963 -0.063
C 1.591 -0.071 0.314 -0.222
N 0.498 0.208 1.274 -0.039
O -3.286 -1.616 -0.786 0.193
S -2.799 1.768 -0.261 0.789
H -0.397 -2.319 0.564 0.157
H 0.755 1.601 -0.511 0.088
H 2.362 1.116 -1.214 0.019
H 0.990 0.251 -1.804 0.085
H 1.488 -1.096 0.061 0.082
H 2.514 0.323 0.692 0.104
H 0.593 1.101 1.781 0.136
```

Values from the calculation:
2S+1: 1
HOMO: -7.333 eV
HOMO-LUMO gap: 6.82 eV
total energy: -20704.1511 eV
maximum force: 4.25 eV/Å
charge: 0


Entry 2:
Below is a cluster of 2 separate species, C6H7NOS in total in a non-equilibrium geometry, with properties calculated with ωB97M-V/def2-TZVPD.

```
16
Properties=species:S:1:pos:R:3:lowdin_charge:R:1
C 3.501 1.360 0.324 -0.283
C 4.504 0.523 -0.029 -0.446
C 2.289 -0.478 0.342 -0.729
C 1.364 -1.456 0.142 0.033
C -0.817 -0.428 0.233 0.086
C -3.176 -0.487 0.434 -0.026
N 2.278 0.800 0.498 -0.003
O -1.859 -1.058 0.519 -0.096
S 3.949 -1.122 -0.099 0.938
H 3.605 2.420 0.479 0.094
H 5.528 0.745 -0.248 0.045
H 1.248 -2.348 0.728 0.015
H -0.881 0.608 -0.117 0.073
H -3.651 -0.828 -0.487 0.101
H -3.128 0.605 0.446 0.096
H -3.734 -0.852 1.296 0.100
```

Values from the calculation:
2S+1: 1
HOMO (alpha / beta): -6.591 / -6.591 eV
HOMO-LUMO gap (alpha / beta): 6.49 / 6.49 eV
total energy: -20700.9156 eV
maximum force: 3.96 eV/Å
charge: 0


Entry 3:
Below is a structure of composition C6H7NOS2 in a non-equilibrium geometry, with properties calculated with ωB97M-V/def2-TZVPD.

```
17
Properties=species:S:1:pos:R:3:lowdin_charge:R:1
C 2.721 -0.745 1.325 -0.150
C 3.808 -0.129 0.809 -0.435
C 1.601 -0.643 0.361 -0.235
C -0.201 -0.956 -0.317 -0.831
C -2.989 1.282 -0.133 -0.076
C -2.229 0.111 -0.787 -0.198
N 1.949 -0.073 -0.747 -0.371
O -0.906 0.083 -0.081 -0.082
S 3.502 0.432 -0.780 0.955
S -0.395 -2.324 -1.045 0.778
H 2.632 -1.032 2.321 0.071
H 4.868 -0.119 1.282 0.107
H -2.327 2.280 -0.152 0.123
H -3.927 1.465 -0.646 0.066
H -3.141 1.108 0.936 0.072
H -2.115 0.046 -1.815 0.088
H -2.851 -0.788 -0.531 0.119
```

Values from the calculation:
2S+1: 1
HOMO: -8.455 eV
HOMO-LUMO gap: 9.30 eV
total energy: -31539.9744 eV
maximum force: 5.14 eV/Å
charge: 0


Entry 4:
Below is the molecule C6H7NS in a non-equilibrium geometry, with properties calculated with ωB97M-V/def2-TZVPD.

```
15
Properties=species:S:1:pos:R:3:lowdin_charge:R:1
C 0.099 -1.195 2.135 -0.082
C 0.548 0.018 1.349 -0.058
C 0.143 0.214 0.099 -0.290
C -0.684 -0.571 -0.817 0.018
C -0.843 0.102 -2.025 -0.055
C -0.016 1.292 -1.974 -0.854
S 0.336 2.396 -3.150 0.610
N 0.517 1.294 -0.700 0.035
H -0.585 -1.802 1.563 0.055
H 0.984 -1.797 2.356 0.077
H -0.312 -0.938 3.116 0.078
H 1.183 0.754 1.838 0.114
H -1.221 -1.449 -0.455 0.106
H -1.344 -0.295 -2.901 0.107
H 1.195 1.978 -0.433 0.137
```

Values from the calculation:
2S+1: 1
HOMO: -8.089 eV
SMILES: C/C=C1\C=CC(=S)N1
HOMO-LUMO gap: 7.34 eV
total energy: -18660.1105 eV
maximum force: 2.97 eV/Å
charge: 0


Entry 5:
Below is the molecule C6H7NS in a non-equilibrium geometry, with properties calculated with ωB97M-V/def2-TZVPD.

```
15
Properties=species:S:1:pos:R:3:lowdin_charge:R:1
C -1.008 0.212 -2.262 -0.228
C -2.172 -0.078 -1.655 -0.461
S -1.931 -0.595 -0.011 0.973
C -0.156 -0.392 -0.134 -0.524
N 0.589 -0.658 0.987 -0.136
C 0.557 0.070 2.221 -0.131
C 1.753 0.071 1.344 -0.142
C 0.149 -0.053 -1.446 -0.130
H -0.901 0.619 -3.303 0.117
H -3.265 -0.062 -1.999 0.089
H 0.659 -0.634 3.204 0.151
H -0.094 0.887 2.455 0.095
H 2.072 0.968 0.728 0.133
H 2.580 -0.583 1.558 0.098
H 1.168 0.228 -1.687 0.096
```

Values from the calculation:
2S+1: 1
HOMO: -7.871 eV
SMILES: c1csc(N2CC2)c1
HOMO-LUMO gap: 8.81 eV
total energy: -18658.4906 eV
maximum force: 4.12 eV/Å
charge: 0


Entry 6:
Below is the molecule C6H7NS2 in a non-equilibrium geometry, with properties calculated with ωB97M-V/def2-TZVPD.

```
16
Properties=species:S:1:pos:R:3:lowdin_charge:R:1
C -1.522 1.648 -0.706 -0.463
S -2.549 0.218 -0.151 0.417
S -1.182 -1.147 0.496 0.508
C 0.460 -0.543 0.249 -0.661
C 1.038 0.433 1.192 -0.077
C 2.302 0.857 0.922 -0.119
C 2.986 0.381 -0.213 -0.065
C 2.310 -0.562 -1.062 -0.198
N 1.102 -0.933 -0.858 0.025
H -2.255 2.119 -1.330 -0.006
H -0.608 1.393 -1.504 0.109
H -1.018 2.267 -0.014 0.002
H 0.510 0.888 2.082 0.131
H 2.815 1.621 1.433 0.088
H 4.088 0.813 -0.461 0.146
H 3.003 -1.007 -2.022 0.163
```

Values from the calculation:
2S+1: 1
HOMO: -7.827 eV
SMILES: CSSc1ccccn1
HOMO-LUMO gap: 7.82 eV
total energy: -29493.9629 eV
maximum force: 5.78 eV/Å
charge: 0


Entry 7:
Below is the molecule C6H7NS2 in a non-equilibrium geometry, with properties calculated with ωB97M-V/def2-TZVPD.

```
16
Properties=species:S:1:pos:R:3:lowdin_charge:R:1
C 3.194 0.810 -0.836 -0.468
S 2.140 -0.668 -0.431 0.434
S 0.965 0.070 1.115 0.581
C -0.620 0.007 0.494 -0.730
C -1.304 -1.173 0.181 -0.124
C -2.546 -1.120 -0.381 -0.120
C -3.165 0.118 -0.558 -0.085
C -2.393 1.290 -0.259 -0.175
N -1.160 1.246 0.231 0.030
H 3.875 0.481 -1.635 0.017
H 4.075 0.968 -0.020 0.083
H 2.655 1.713 -0.955 0.004
H -0.841 -2.181 0.308 0.122
H -2.962 -2.143 -0.606 0.125
H -4.269 0.145 -1.161 0.163
H -3.077 2.282 -0.322 0.143
```

Values from the calculation:
2S+1: 1
HOMO: -8.604 eV
SMILES: CSSc1ccccn1
HOMO-LUMO gap: 8.77 eV
total energy: -29494.4897 eV
maximum force: 4.24 eV/Å
charge: 0


Entry 8:
Below is the ion C6H7O2 with charge -1 in a non-equilibrium geometry, with properties calculated with ωB97M-V/def2-TZVPD.

```
15
Properties=species:S:1:pos:R:3:lowdin_charge:R:1
C -1.492 1.303 -0.728 -0.077
C -2.011 0.106 -0.896 -0.209
C -0.227 1.622 -0.137 -0.427
C 0.558 0.617 0.744 -0.254
C 0.292 -0.801 0.656 -0.274
C 1.214 -1.746 -0.197 -0.175
O -2.680 -0.757 -1.350 0.081
O 0.134 2.799 -0.078 -0.029
H -2.114 2.119 -0.896 0.088
H 1.580 0.957 0.681 0.096
H 0.254 0.848 1.703 0.079
H 0.365 -1.253 1.607 0.010
H 2.264 -1.504 0.037 0.048
H 0.880 -1.575 -1.192 0.026
H 0.982 -2.735 0.045 0.014
```

Values from the calculation:
2S+1: 1
HOMO (alpha / beta): -1.811 / -1.806 eV
HOMO-LUMO gap (alpha / beta): 5.82 / 5.82 eV
total energy: -10428.0361 eV
maximum force: 3.24 eV/Å
charge: -1


Look up the maximum force of the second one. 3.96 eV/Å